Entry 1:
{
  "formula": "C4H10O2",
  "method": "ωB97M-V/def2-TZVPD",
  "smiles": "CC[C@@H](O)CO",
  "spin_multiplicity": 1,
  "e_lumo_ev": 0.8,
  "gap_ev": 10.86,
  "homo_energy_ev": -10.09,
  "elements": ["C", "C", "C", "O", "C", "O", "H", "H", "H", "H", "H", "H", "H", "H", "H", "H"],
  "xyz": [[-2.139, -0.636, 0.092], [-0.977, 0.318, 0.310], [0.345, -0.239, -0.169], [0.295, -0.475, -1.559], [1.444, 0.739, 0.176], [2.693, 0.262, -0.298], [-3.072, -0.199, 0.458], [-2.244, -0.860, -0.973], [-1.970, -1.580, 0.623], [-1.147, 1.264, -0.219], [-0.868, 0.559, 1.377], [0.570, -1.183, 0.364], [1.204, -0.672, -1.829], [1.527, 0.787, 1.274], [1.263, 1.753, -0.197], [3.076, 0.161, 0.572]]
}

=====

Entry 2:
{
  "formula": "C18H54O15",
  "method": "ωB97M-V/def2-TZVPD",
  "smiles": "OCCO.OCCO.OCCO.OCCO.OCCO.OCCO.CCO.CCO.CCO",
  "spin_multiplicity": 1,
  "e_lumo_ev": 0.1,
  "gap_ev": 9.94,
  "homo_energy_ev": -9.84,
  "elements": ["C", "C", "O", "H", "H", "H", "H", "H", "H", "C", "C", "O", "H", "H", "H", "H", "H", "H", "C", "C", "O", "H", "H", "H", "H", "H", "H", "C", "C", "O", "O", "H", "H", "H", "H", "H", "H", "C", "C", "O", "O", "H", "H", "H", "H", "H", "H", "C", "C", "O", "O", "H", "H", "H", "H", "H", "H", "C", "C", "O", "O", "H", "H", "H", "H", "H", "H", "C", "C", "O", "O", "H", "H", "H", "H", "H", "H", "C", "C", "O", "O", "H", "H", "H", "H", "H", "H"],
  "xyz": [[-4.130, -3.124, 0.940], [-3.043, -2.363, 0.207], [-2.380, -1.552, 1.178], [-4.712, -3.708, 0.217], [-4.797, -2.436, 1.455], [-3.702, -3.849, 1.632], [-3.490, -1.687, -0.528], [-2.347, -3.063, -0.264], [-1.421, -1.493, 1.089], [1.067, -2.821, 3.682], [2.563, -2.611, 3.515], [3.124, -3.717, 2.831], [0.665, -2.040, 4.332], [0.880, -3.804, 4.115], [0.477, -2.706, 2.772], [3.018, -2.443, 4.497], [2.698, -1.649, 2.996], [4.077, -3.697, 2.979], [2.037, 3.857, 1.225], [2.136, 4.196, -0.262], [2.427, 2.959, -0.925], [1.827, 4.717, 1.859], [2.999, 3.435, 1.515], [1.249, 3.107, 1.309], [2.936, 4.926, -0.428], [1.212, 4.625, -0.658], [2.948, 3.103, -1.719], [-1.380, 6.631, 0.379], [-1.504, 5.136, 0.558], [-1.278, 4.443, -0.651], [-0.082, 7.069, 0.004], [-1.737, 7.094, 1.310], [-2.140, 7.004, -0.311], [-2.512, 4.907, 0.926], [-0.786, 4.751, 1.293], [-1.158, 3.493, -0.534], [0.415, 6.996, 0.828], [1.351, -4.862, 0.079], [0.942, -4.970, -1.364], [1.998, -5.518, -2.189], [2.469, -3.998, 0.198], [1.670, -5.835, 0.467], [0.473, -4.561, 0.659], [0.791, -3.952, -1.748], [0.048, -5.528, -1.623], [2.789, -5.053, -1.880], [2.669, -3.913, 1.153], [-5.918, 1.989, 0.751], [-4.729, 1.652, -0.127], [-3.491, 1.940, 0.525], [-6.212, 0.932, 1.687], [-6.826, 2.085, 0.153], [-5.782, 2.926, 1.297], [-4.785, 2.159, -1.091], [-4.693, 0.574, -0.335], [-3.557, 1.761, 1.464], [-5.591, 1.001, 2.419], [4.811, -1.298, -0.103], [5.811, -2.388, 0.196], [6.476, -2.907, -0.962], [5.372, 0.000, -0.121], [4.055, -1.358, 0.691], [4.313, -1.503, -1.047], [5.382, -3.256, 0.693], [6.583, -1.991, 0.868], [7.254, -2.364, -1.116], [6.104, 0.055, 0.499], [-0.341, 0.663, -0.096], [0.742, -0.375, -0.323], [0.498, -1.491, 0.557], [-0.138, 1.713, -1.037], [-0.502, 1.060, 0.909], [-1.299, 0.187, -0.320], [1.722, 0.051, -0.069], [0.828, -0.683, -1.367], [1.370, -1.871, 0.720], [0.740, 2.124, -0.902], [-2.391, 0.058, -4.818], [-1.684, 0.393, -3.511], [-2.661, 1.149, -2.795], [-1.628, -0.829, -5.628], [-2.582, 0.961, -5.409], [-3.383, -0.354, -4.639], [-0.849, 1.073, -3.715], [-1.224, -0.470, -3.024], [-2.269, 1.501, -1.984], [-0.878, -0.363, -6.002]]
}

=====

Entry 3:
{
  "formula": "C9H16BrOP",
  "method": "ωB97M-V/def2-TZVPD",
  "smiles": "CC[P@@](=O)(Br)[C@]12CC[C@H](CC1)C2",
  "spin_multiplicity": 1,
  "e_lumo_ev": -0.8,
  "gap_ev": 9.08,
  "homo_energy_ev": -9.84,
  "elements": ["C", "C", "C", "C", "C", "C", "C", "C", "C", "O", "P", "Br", "H", "H", "H", "H", "H", "H", "H", "H", "H", "H", "H", "H", "H", "H", "H", "H"],
  "xyz": [[1.013, 2.131, -0.972], [2.260, -0.167, -0.847], [-0.181, 1.685, -0.187], [1.194, -0.326, 0.235], [0.174, 0.133, -1.970], [1.577, 0.858, -1.790], [-0.131, 0.177, -0.427], [-1.619, -1.036, 2.808], [-1.415, -1.812, 1.522], [-1.569, -2.205, -1.089], [-1.505, -1.059, -0.132], [-3.745, 0.483, 0.264], [0.820, 2.882, -1.786], [1.854, 2.481, -0.298], [3.186, 0.399, -0.678], [2.410, -1.195, -1.301], [-0.094, 1.855, 0.846], [-1.214, 1.903, -0.496], [0.991, -1.339, 0.478], [1.361, 0.298, 1.088], [-0.608, 0.749, -2.477], [0.340, -0.875, -2.406], [2.080, 1.119, -2.699], [-2.507, -0.407, 2.784], [-1.510, -1.694, 3.672], [-0.746, -0.249, 2.912], [-2.075, -2.616, 1.507], [-0.340, -2.171, 1.438]]
}

=====

Entry 4:
{
  "formula": "C4H6HoO7",
  "method": "ωB97M-V/def2-TZVPD",
  "spin_multiplicity": 5,
  "e_lumo_ev": [-6.0, -5.9],
  "total_charge": 1,
  "gap_ev": [6.19, 6.26],
  "homo_energy_ev": [-12.19, -12.17],
  "elements": ["O", "C", "O", "O", "O", "C", "C", "Ho", "H", "H", "H", "H", "C", "O", "O", "H", "O", "H"],
  "xyz": [[-3.812, -1.564, 0.060], [-2.952, -0.635, 0.058], [-2.779, 0.024, -1.025], [-2.290, -0.386, 1.147], [1.193, 0.686, 0.690], [0.113, -0.164, 0.638], [-1.171, 0.531, 1.109], [-4.629, -1.241, -2.127], [0.272, -1.060, 1.275], [-0.061, -0.547, -0.393], [-1.416, 1.377, 0.457], [-1.076, 0.891, 2.139], [2.915, 0.265, -0.495], [3.261, -0.911, -0.273], [2.536, 0.592, -1.766], [1.977, -0.128, -2.122], [3.770, 1.265, -0.110], [4.149, 1.006, 0.737]]
}

=====

Entry 5:
{
  "formula": "C16H37BCoN2OP2",
  "method": "ωB97M-V/def2-TZVPD",
  "spin_multiplicity": 6,
  "e_lumo_ev": [-6.6, -9.3],
  "total_charge": 2,
  "gap_ev": [5.31, 5.28],
  "homo_energy_ev": [-11.95, -14.60],
  "elements": ["Co", "H", "H", "P", "P", "C", "H", "H", "H", "C", "H", "H", "H", "C", "H", "H", "H", "C", "H", "H", "H", "C", "H", "H", "H", "C", "H", "H", "H", "C", "O", "H", "H", "H", "H", "B", "N", "H", "C", "N", "C", "C", "C", "C", "C", "C", "C", "C", "H", "H", "H", "H", "H", "H", "H", "H", "H", "H", "H", "H"],
  "xyz": [[-0.350, -0.368, 0.307], [-0.965, 3.160, -1.076], [0.878, 1.840, -0.554], [-0.349, 0.807, 2.047], [-0.306, -0.564, -2.051], [-1.877, -1.306, -2.627], [-1.808, -1.535, -3.701], [-2.139, -2.209, -2.064], [-2.649, -0.545, -2.462], [-0.117, 0.711, -3.362], [0.912, 1.094, -3.410], [-0.341, 0.233, -4.328], [-0.813, 1.538, -3.199], [0.902, -1.705, -2.889], [0.976, -2.685, -2.405], [0.609, -1.837, -3.943], [1.890, -1.225, -2.878], [-1.150, 2.435, 2.221], [-1.224, 2.637, 3.299], [-0.591, 3.236, 1.721], [-2.155, 2.359, 1.792], [-1.209, -0.053, 3.405], [-0.717, -1.010, 3.616], [-1.175, 0.585, 4.296], [-2.245, -0.237, 3.103], [1.199, 1.103, 2.992], [1.824, 1.883, 2.540], [0.911, 1.419, 4.004], [1.775, 0.172, 3.065], [1.335, -0.644, 0.345], [2.482, -0.918, 0.368], [1.842, 3.094, -0.090], [1.886, 2.576, -1.632], [0.243, 4.118, -2.384], [0.164, 4.726, -0.474], [0.070, 3.793, -1.235], [1.258, 2.770, -0.857], [-0.771, 0.914, -0.344], [-3.679, -4.708, 1.055], [-3.734, -3.884, 2.237], [-3.778, -4.595, 3.482], [-3.118, -2.565, 2.210], [-1.668, -2.665, 1.864], [-0.787, -3.483, 2.640], [0.215, -4.199, 1.991], [0.365, -4.076, 0.600], [-0.462, -3.178, -0.107], [-1.155, -2.189, 0.621], [-4.427, -5.512, 1.156], [-2.695, -5.203, 0.909], [-3.911, -4.121, 0.154], [-2.850, -5.176, 3.673], [-3.939, -3.886, 4.308], [-4.616, -5.312, 3.440], [-3.617, -2.003, 1.411], [-3.311, -2.078, 3.177], [-0.926, -3.662, 3.721], [0.790, -4.978, 2.527], [1.077, -4.725, 0.078], [-0.598, -3.253, -1.190]]
}

=====

Entry 6:
{
  "formula": "C3H4FNS",
  "method": "ωB97M-V/def2-TZVPD",
  "smiles": "C=C(F)/C=N/S",
  "spin_multiplicity": 1,
  "e_lumo_ev": 0.0,
  "gap_ev": 8.71,
  "homo_energy_ev": -8.68,
  "elements": ["C", "C", "C", "H", "H", "H", "H", "N", "F", "S"],
  "xyz": [[0.264, -0.775, -0.123], [-1.102, -0.303, -0.014], [-1.502, 0.991, 0.018], [3.315, 0.709, 0.446], [0.414, -1.901, -0.146], [-0.781, 1.718, -0.153], [-2.581, 1.152, -0.009], [1.203, 0.099, -0.095], [-1.996, -1.263, 0.065], [2.768, -0.429, 0.011]]
}

=====

Total energy for every record listed, in sequence, given in eV: -8404.688 -50250.157 -90970.992 -44365.973 -79078.272 -18216.798.
Energy above the lowest of the compared OMol25 structures with the same formula, charge and spin for every record listed, in sequence, given in eV: 0.8592 1.1910 0.4994 0.8086 0.0000 1.2003.